Record 1
ORCA calculation (wB97M-V/def2-TZVPD) on a molecular structure, C42H36IrN6O3PS4.

Last column: Mulliken spin population.
Element x y z (Å)
Ir: 0.228 -0.306 0.284  2.5366
S: -3.743 5.222 -2.669  0.0003
C: -3.604 5.199 -4.365  0.0001
C: -2.832 4.166 -4.803  0.0001
C: -2.341 3.378 -3.738  -0.0005
C: -2.743 3.821 -2.502  0.0009
C: -2.439 3.245 -1.198  -0.0082
C: -1.583 2.125 -1.097  -0.0342
N: -1.282 1.535 0.034  0.1253
C: -1.819 1.991 1.184  -0.0765
C: -2.665 3.113 1.208  -0.0008
C: -3.199 3.568 2.463  0.0008
C: -2.901 2.929 3.610  0.0008
C: -2.041 1.775 3.612  0.0021
C: -1.685 1.110 4.781  -0.0004
C: -0.836 0.010 4.722  -0.0076
C: -0.387 -0.404 3.438  -0.0398
N: -0.713 0.206 2.326  0.0988
C: -1.515 1.303 2.393  0.0491
C: -0.395 -0.723 5.877  -0.0010
C: 0.491 -1.801 5.915  0.0012
C: 0.715 -2.274 7.211  -0.0003
C: 0.006 -1.566 8.157  0.0002
S: -0.932 -0.325 7.478  0.0003
C: -2.958 3.737 -0.010  -0.0014
H: -4.101 5.955 -4.955  0.0000
H: -2.626 3.980 -5.848  0.0000
H: -1.712 2.508 -3.889  0.0016
H: -1.146 1.685 -1.985  -0.0066
H: -3.844 4.439 2.465  0.0001
H: -3.301 3.273 4.557  0.0003
H: -2.072 1.463 5.730  -0.0004
H: 0.251 -1.263 3.334  0.0234
H: 0.957 -2.230 5.037  0.0009
H: 1.367 -3.102 7.453  0.0000
H: -0.006 -1.726 9.226  0.0000
H: -3.603 4.608 -0.012  -0.0001
O: 3.119 -3.540 0.863  0.0205
S: 1.745 -3.206 1.109  0.0065
O: 1.424 -2.565 2.363  0.0136
N: 1.183 -2.203 -0.072  0.4109
C: 1.517 -2.499 -1.388  0.1189
C: 1.835 -3.760 -1.881  0.1246
C: 2.197 -3.948 -3.220  -0.0255
C: 2.267 -2.893 -4.088  0.1967
C: 1.953 -1.591 -3.637  -0.0271
C: 2.055 -0.450 -4.458  0.0269
C: 1.771 0.785 -3.944  -0.0170
C: 1.344 0.878 -2.614  0.0057
N: 1.219 -0.170 -1.826  0.1909
C: 1.547 -1.397 -2.300  -0.0578
C: 0.750 -4.659 1.015  0.0115
C: -0.624 -4.503 0.855  -0.0054
C: -1.421 -5.635 0.857  -0.0042
C: -0.844 -6.890 1.025  0.0027
C: 0.529 -7.026 1.175  0.0006
C: 1.344 -5.902 1.166  -0.0018
H: 1.799 -4.613 -1.218  0.0062
H: 2.432 -4.948 -3.562  0.0038
H: 2.565 -3.039 -5.119  -0.0004
H: 2.368 -0.563 -5.489  0.0012
H: 1.867 1.681 -4.542  0.0004
H: 1.096 1.842 -2.179  0.0018
H: -1.041 -3.513 0.705  0.0016
H: -2.491 -5.542 0.722  0.0000
H: -1.472 -7.772 1.031  0.0002
H: 0.968 -8.008 1.293  -0.0001
H: 2.420 -5.975 1.270  0.0002
S: -1.641 -1.445 -1.345  0.1202
C: -3.230 -1.697 -0.836  0.0465
N: -3.972 -0.647 -0.359  0.0301
C: -5.287 -0.751 -0.068  0.0012
C: -5.905 -1.950 -0.200  0.0162
C: -5.088 -3.029 -0.590  -0.0001
N: -3.810 -2.913 -0.878  0.0079
H: -3.497 0.241 -0.279  0.0033
H: -5.790 0.146 0.267  0.0009
H: -6.956 -2.073 0.007  0.0014
H: -5.500 -4.032 -0.648  -0.0005
C: 4.007 -0.017 2.869  0.0007
P: 3.523 0.808 1.350  0.0311
C: 4.401 0.004 0.004  -0.0088
C: 4.187 2.476 1.467  0.0073
O: 2.027 0.858 1.129  0.0695
H: 5.083 0.086 3.017  0.0004
H: 3.740 -1.071 2.810  0.0000
H: 3.477 0.446 3.704  -0.0003
H: 5.477 0.133 0.124  -0.0001
H: 4.083 0.458 -0.935  0.0002
H: 4.167 -1.061 0.000  0.0003
H: 5.262 2.438 1.653  0.0007
H: 3.694 3.001 2.285  0.0001
H: 3.998 3.010 0.536  0.0005

Computed properties:
Frontier orbital gap (spin up / spin down) (eV): 6.7250 / 4.2735
E_tot (Ha): -4214.34167
HOMO (spin up / spin down) (Ha): -0.44217 / -0.44215
Total charge: +2
LUMO (spin up / spin down) (eV): -5.31 / -7.76
2S+1: 5

=====

Record 2
ORCA calculation (wB97M-V/def2-TZVPD) on a molecular structure, C42H37Cl3N8ORuS2.

Last column: Mulliken spin population.
Element x y z (Å)
Ru: -0.523 -0.278 0.977  0.9163
S: 0.939 -0.218 -6.756  0.0004
N: 1.936 -0.050 -5.486  0.0007
C: 1.221 -0.105 -4.371  0.0000
C: 1.705 0.060 -3.034  0.0017
C: 3.019 0.382 -2.734  -0.0018
C: 3.365 0.635 -1.413  0.0021
C: 2.386 0.521 -0.433  0.0044
N: 1.144 0.167 -0.687  0.0683
C: 0.752 -0.044 -1.972  -0.0243
C: -0.624 -0.252 -2.223  0.0031
N: -1.483 -0.262 -1.158  0.0224
C: -2.777 -0.358 -1.398  0.0015
C: -3.331 -0.466 -2.667  -0.0017
C: -2.489 -0.457 -3.769  0.0039
C: -1.122 -0.352 -3.560  -0.0013
C: -0.172 -0.290 -4.627  -0.0004
N: -0.445 -0.365 -5.922  0.0000
H: 3.734 0.463 -3.538  0.0000
H: 4.366 0.923 -1.138  0.0001
H: 2.612 0.743 0.602  -0.0004
H: -3.446 -0.329 -0.551  -0.0030
H: -4.400 -0.541 -2.775  -0.0002
H: -2.863 -0.502 -4.780  0.0000
C: 0.681 3.553 -3.752  0.0012
C: -0.463 4.315 -3.070  -0.0001
C: -1.800 3.667 -3.462  0.0006
C: -0.463 5.751 -3.602  -0.0002
C: -0.270 4.254 -1.559  -0.0014
C: 0.020 5.397 -0.808  0.0036
C: 0.187 5.347 0.566  -0.0013
C: 0.049 4.135 1.204  0.0057
S: 0.130 3.804 2.916  0.0013
C: -0.202 2.137 2.573  0.0189
N: -0.307 1.840 1.273  0.0100
C: -0.210 2.954 0.481  0.0028
C: -0.374 3.034 -0.901  -0.0027
C: -0.382 1.120 3.556  0.0274
C: -0.398 1.350 4.938  -0.0137
C: -0.615 0.290 5.792  0.0134
C: -0.800 -0.989 5.289  -0.0129
C: -0.775 -1.223 3.913  0.0428
C: -0.571 -0.175 3.045  -0.1055
H: 0.561 3.594 -4.832  0.0000
H: 0.692 2.507 -3.453  -0.0008
H: 1.643 3.993 -3.499  0.0001
H: -1.951 3.767 -4.534  0.0001
H: -2.633 4.152 -2.956  0.0000
H: -1.820 2.606 -3.223  -0.0003
H: -0.628 5.738 -4.677  0.0001
H: 0.491 6.244 -3.427  0.0000
H: -1.260 6.334 -3.149  0.0000
H: 0.119 6.355 -1.284  -0.0001
H: 0.414 6.234 1.135  0.0002
H: -0.600 2.130 -1.440  0.0057
H: -0.259 2.356 5.305  -0.0003
H: -0.646 0.460 6.857  0.0005
H: -0.972 -1.817 5.962  0.0001
H: -0.910 -2.232 3.548  -0.0013
Cl: -7.125 -3.421 2.163  0.0001
C: -5.487 -3.031 1.849  0.0021
C: -5.045 -1.723 2.025  -0.0024
C: -3.732 -1.408 1.756  -0.0074
Cl: -3.226 0.237 1.917  0.0270
C: -2.783 -2.367 1.302  0.0221
O: -1.559 -2.105 1.027  -0.0080
C: -3.293 -3.691 1.147  0.0002
Cl: -2.194 -4.889 0.599  0.0001
C: -4.606 -4.016 1.407  -0.0015
H: -5.720 -0.951 2.354  -0.0016
H: -4.958 -5.025 1.263  -0.0001
C: 2.991 -4.540 -0.110  -0.0003
C: 1.482 -4.337 -0.109  0.0007
N: 1.230 -3.015 0.406  0.0035
C: 1.930 -2.495 1.439  -0.0039
N: 1.604 -1.299 1.862  -0.0129
C: 2.461 -0.711 2.866  -0.0032
C: 2.847 -1.756 3.910  -0.0006
C: 3.617 -2.851 3.190  0.0008
N: 2.961 -3.211 1.947  -0.0007
C: 3.475 -4.416 1.325  -0.0008
H: 3.460 -3.771 -0.726  0.0001
H: 3.254 -5.516 -0.514  0.0000
H: 1.001 -5.112 0.505  0.0005
H: 1.071 -4.403 -1.118  -0.0002
H: 0.353 -2.556 0.184  0.0006
H: 1.955 0.139 3.325  0.0026
H: 3.380 -0.344 2.389  -0.0017
H: 1.944 -2.163 4.367  -0.0008
H: 3.471 -1.318 4.689  0.0000
H: 3.690 -3.750 3.814  -0.0001
H: 4.639 -2.520 2.966  0.0000
H: 3.162 -5.291 1.905  0.0000
H: 4.569 -4.379 1.361  0.0001

Computed properties:
Frontier orbital gap (spin up / spin down) (eV): 6.2543 / 6.2925
E_tot (Ha): -4407.72123
HOMO (spin up / spin down) (Ha): -0.35838 / -0.35798
Total charge: +1
LUMO (spin up / spin down) (eV): -3.50 / -3.45
2S+1: 2

=====

Record 3
ORCA calculation (wB97M-V/def2-TZVPD) on a molecular structure, C42H38F12HgN3O4S3.

Last column: Mulliken spin population.
Element x y z (Å)
Hg: 0.298 0.136 1.378  0.0053
C: -6.768 2.637 2.472  0.0000
C: -5.508 1.813 2.349  0.0001
C: -5.536 0.435 2.195  0.0000
C: -4.370 -0.280 2.028  -0.0001
C: -3.087 0.320 1.936  0.0002
N: -1.991 -0.450 1.660  -0.0011
C: -2.129 -1.575 0.871  -0.0016
C: -3.065 -1.589 -0.194  0.0000
C: -3.258 -2.665 -1.029  0.0002
C: -2.517 -3.828 -0.862  -0.0002
C: -2.704 -5.039 -1.745  0.0000
C: -1.557 -3.816 0.138  -0.0002
C: -1.300 -2.730 0.980  0.0002
C: -0.121 -2.893 1.990  0.0054
O: 0.490 -1.781 2.479  0.0057
C: 1.012 -3.785 1.316  0.0021
F: 2.194 -3.582 1.893  0.0001
F: 1.165 -3.492 0.020  0.0003
F: 0.798 -5.131 1.394  0.0001
C: -0.693 -3.662 3.221  0.0015
F: -1.315 -4.825 2.922  0.0001
F: -1.591 -2.900 3.854  0.0003
F: 0.277 -3.966 4.111  -0.0001
C: -3.050 1.727 2.232  -0.0006
C: -4.254 2.406 2.410  0.0000
C: -1.711 2.506 2.377  -0.0010
O: -0.755 2.220 1.466  0.0081
C: -1.205 2.256 3.843  0.0019
F: -2.194 2.416 4.759  0.0000
F: -0.221 3.105 4.192  -0.0004
F: -0.738 1.018 3.991  -0.0008
C: -1.907 4.063 2.235  0.0002
F: -0.738 4.696 2.098  -0.0003
F: -2.544 4.679 3.263  0.0001
F: -2.613 4.356 1.113  0.0000
H: -7.646 2.042 2.209  0.0000
H: -6.743 3.502 1.805  0.0000
H: -6.916 3.017 3.489  0.0000
H: -6.489 -0.090 2.212  0.0000
H: -4.421 -1.359 1.946  0.0000
H: -3.646 -0.688 -0.356  0.0000
H: -3.993 -2.598 -1.828  0.0000
H: -3.635 -4.971 -2.313  0.0000
H: -2.732 -5.959 -1.155  0.0000
H: -1.883 -5.142 -2.463  0.0000
H: -0.979 -4.723 0.265  0.0001
H: -4.236 3.465 2.621  0.0000
O: 2.119 -0.781 -1.351  -0.0036
S: 3.164 0.267 -1.440  0.0026
C: 2.376 1.910 -1.530  -0.0040
C: 1.413 2.094 -2.700  -0.0007
C: 0.376 3.204 -2.502  0.0002
C: -0.591 3.080 -1.339  0.0010
S: -1.491 1.532 -1.131  0.0010
O: -0.432 0.476 -0.969  -0.0031
C: -2.020 1.286 -2.840  0.0002
C: -2.874 2.186 -3.467  0.0000
C: -3.328 1.925 -4.751  0.0000
C: -2.946 0.755 -5.400  0.0000
C: -2.114 -0.151 -4.758  0.0000
C: -1.651 0.111 -3.474  0.0003
C: 3.692 0.246 -3.169  0.0005
C: 4.777 1.000 -3.595  0.0008
C: 5.176 0.940 -4.923  0.0000
C: 4.501 0.114 -5.815  0.0000
C: 3.431 -0.652 -5.375  0.0000
C: 3.026 -0.591 -4.046  0.0002
H: 3.235 2.590 -1.557  -0.0006
H: 1.893 2.019 -0.554  -0.0009
H: 0.907 1.142 -2.881  0.0002
H: 1.967 2.346 -3.606  0.0000
H: -0.184 3.290 -3.436  0.0000
H: 0.897 4.156 -2.350  0.0000
H: -1.360 3.857 -1.387  0.0000
H: -0.109 3.163 -0.360  -0.0008
H: -3.180 3.092 -2.952  0.0000
H: -3.990 2.627 -5.244  0.0000
H: -3.302 0.555 -6.404  0.0000
H: -1.831 -1.073 -5.252  0.0000
H: -1.007 -0.586 -2.944  0.0000
H: 5.305 1.632 -2.887  -0.0003
H: 6.015 1.534 -5.264  0.0000
H: 4.820 0.060 -6.849  0.0000
H: 2.911 -1.303 -6.066  0.0000
H: 2.201 -1.183 -3.661  -0.0001
C: 4.013 -2.212 5.083  -0.0221
C: 4.411 -1.402 3.894  0.3507
C: 5.625 -1.404 3.284  -0.1264
C: 5.870 -0.544 2.198  0.4844
N: 4.889 0.332 1.753  -0.0224
C: 3.722 0.317 2.318  0.0896
S: 2.469 1.469 1.896  0.0195
N: 3.447 -0.513 3.407  0.1853
C: 7.170 -0.547 1.450  -0.0222
H: 4.676 -3.070 5.202  0.0038
H: 2.992 -2.577 4.972  0.0087
H: 4.047 -1.613 6.002  0.0229
H: 6.403 -2.071 3.644  -0.0055
H: 2.469 -0.708 3.595  -0.0447
H: 8.029 -0.607 2.130  0.0183
H: 7.250 0.371 0.864  0.0034
H: 7.251 -1.394 0.752  0.0383

Computed properties:
Frontier orbital gap (spin up / spin down) (eV): 4.0984 / 5.1445
E_tot (Ha): -4634.95113
HOMO (spin up / spin down) (Ha): -0.01035 / -0.04884
Total charge: -2
LUMO (spin up / spin down) (eV): 3.82 / 3.82
2S+1: 2

=====

Q: Which value of E_tot does entry 2 give?
A: -4407.72123 Ha